# 1
A molecular structure, C40H48ClF4GeN5OZn, computed with wB97M-V/def2-TZVPD.

Calculated values
E	-180068.32881	eV
E_HOMO	-12.3409	eV
net charge	+2
spin multiplicity	1

Element x y z (Å)
Zn1 0.1554 -1.8857 -0.7749
C1 3.1898 -2.9184 -2.1121
C2 1.9062 -3.6035 -2.5385
N1 0.9139 -3.6711 -1.4460
C3 1.4111 -4.4542 -0.2719
C4 1.8933 -5.8620 -0.5856
C5 -0.3848 -4.2200 -1.9424
C6 -1.5065 -4.1196 -0.8888
N2 -1.3854 -2.8551 -0.1821
C7 -1.6540 -2.7742 1.1520
C8 -0.9564 -1.8444 1.9313
F1 0.0371 -1.0942 1.2844
C9 -1.1246 -1.6744 3.2858
F2 -0.3777 -0.7580 3.9159
C10 -2.0294 -2.4564 3.9747
C11 -2.7366 -3.3958 3.2409
F3 -3.6060 -4.1929 3.8550
C12 -2.5821 -3.5398 1.8720
F4 -3.3526 -4.4236 1.2167
H1 3.8058 -2.7053 -2.9841
H2 3.7761 -3.5244 -1.4231
H3 2.9695 -1.9603 -1.6214
H4 2.1178 -4.6100 -2.9099
H5 1.4432 -3.0546 -3.3609
H6 0.6003 -4.4786 0.4553
H7 2.2203 -3.8784 0.1842
H8 1.1747 -6.4313 -1.1727
H9 2.0355 -6.3990 0.3512
H10 2.8468 -5.8669 -1.1122
H11 -0.2588 -5.2591 -2.2521
H12 -0.6455 -3.6519 -2.8405
H13 -1.4567 -4.9794 -0.2146
H14 -2.4557 -4.2069 -1.4252
H15 -2.1798 -2.3491 5.0376
Ge1 3.2995 0.7655 0.0002
C13 4.1061 -0.2727 1.3324
C14 5.2358 -1.0797 1.1172
C15 5.8289 -1.7216 2.1846
C16 5.2997 -1.5722 3.4647
C17 4.1782 -0.7846 3.6882
C18 3.5731 -0.1390 2.6249
C19 3.8151 1.1630 -1.7602
C20 3.0604 2.1313 -2.4392
C21 3.4436 2.5482 -3.7009
C22 4.5744 1.9982 -4.2911
C23 5.3314 1.0378 -3.6270
C24 4.9564 0.6168 -2.3664
H16 2.1067 1.5781 0.5052
H17 5.6516 -1.1987 0.1252
H18 6.7057 -2.3350 2.0311
H19 5.7682 -2.0811 4.2960
H20 3.7791 -0.6762 4.6866
H21 2.6905 0.4665 2.7983
H22 2.1826 2.5674 -1.9743
H23 2.8732 3.3039 -4.2222
H24 4.8741 2.3244 -5.2776
H25 6.2157 0.6290 -4.0947
H26 5.5565 -0.1223 -1.8525
C25 -0.9966 5.8745 -0.9427
C26 -1.3784 4.6462 -0.1039
C27 -2.1026 5.1387 1.1549
C28 -0.0816 3.9638 0.3495
C29 -2.2897 3.6709 -0.9369
O1 -3.3341 4.3980 -1.5655
C30 -2.8702 2.5118 -0.0917
C31 -4.2773 2.7545 0.4750
C32 -4.6193 1.7063 1.4997
C33 -5.0249 0.4296 1.1226
C34 -5.3303 -0.5321 2.0727
C35 -5.2292 -0.2100 3.4183
Cl1 -5.6531 -1.3847 4.6173
C36 -4.8171 1.0505 3.8198
C37 -4.5139 1.9977 2.8562
C38 -1.5130 3.1507 -2.1793
N3 -1.1114 1.7442 -2.1686
C39 -0.3588 1.0658 -1.3204
N4 -0.2369 -0.1932 -1.7421
C40 -0.9852 -0.2161 -2.8861
N5 -1.5223 0.9356 -3.1643
H27 -0.5367 6.6235 -0.2990
H28 -1.8650 6.3250 -1.4175
H29 -0.2708 5.6439 -1.7237
H30 -1.4530 5.8238 1.6986
H31 -2.3609 4.3253 1.8318
H32 -3.0106 5.6957 0.9189
H33 0.4937 4.6593 0.9606
H34 0.5555 3.6966 -0.4994
H35 -0.2656 3.0798 0.9645
H36 -3.8280 4.8943 -0.9038
H37 -2.1973 2.2864 0.7397
H38 -2.9337 1.5965 -0.6846
H39 -4.9997 2.7471 -0.3419
H40 -4.3463 3.7306 0.9544
H41 -5.1313 0.1860 0.0722
H42 -5.6705 -1.5152 1.7789
H43 -4.7573 1.2887 4.8719
H44 -4.2157 2.9904 3.1710
H45 -0.6225 3.7460 -2.3652
H46 -2.1641 3.2362 -3.0465
H47 0.0463 1.4795 -0.4164
H48 -1.1313 -1.0908 -3.4956

# 2
A molecular structure, C17H18AuF4N4O4, computed with wB97M-V/def2-TZVPD.

Calculated values
E	-46626.18648	eV
E_HOMO	-11.8472	eV
net charge	+1
spin multiplicity	1

Element x y z (Å)
Au1 0.6670 -0.0769 -0.0504
C1 0.3089 4.0420 -1.4152
C2 0.2548 2.7938 -0.5524
N1 1.0565 1.6436 -1.0990
C3 2.5297 1.9580 -1.1758
C4 3.1002 2.6575 0.0411
C5 0.5792 1.2088 -2.4524
C6 -0.8579 0.7325 -2.3664
N2 -1.0293 0.0862 -1.0637
C7 -2.2556 -0.3604 -0.6117
C8 -2.5534 -0.3997 0.7578
F1 -1.6359 0.0533 1.6415
C9 -3.7762 -0.8234 1.2435
F2 -3.9600 -0.8242 2.5626
C10 -4.7915 -1.2113 0.3942
C11 -4.5296 -1.1546 -0.9598
F3 -5.4623 -1.5207 -1.8329
C12 -3.3010 -0.7528 -1.4566
F4 -3.1172 -0.7774 -2.7843
H1 -0.2600 4.8227 -0.9118
H2 -0.1462 3.8927 -2.3935
H3 1.3232 4.4142 -1.5529
H4 -0.7674 2.4427 -0.4371
H5 0.6452 2.9909 0.4435
H6 2.6649 2.5695 -2.0703
H7 3.0363 1.0090 -1.3468
H8 2.7426 3.6812 0.1387
H9 4.1821 2.7013 -0.0795
H10 2.8995 2.1100 0.9585
H11 1.2373 0.3929 -2.7557
H12 0.7058 2.0188 -3.1699
H13 -1.0589 0.0748 -3.2108
H14 -1.5471 1.5808 -2.4428
H15 -5.7507 -1.5360 0.7697
O1 3.1309 -3.8322 3.6524
C13 1.9163 -4.2296 3.3170
O2 1.3979 -5.2171 3.7541
C14 1.1576 -3.3884 2.3316
C15 -0.1191 -3.7111 1.9014
N3 -0.5191 -2.7675 1.0400
N4 0.4422 -1.8543 0.8797
C16 1.4609 -2.2033 1.6609
C17 2.6296 -1.2714 1.6432
O3 3.6304 -1.4978 2.2783
O4 2.4530 -0.2128 0.8854
H16 3.4105 -3.0033 3.2050
H17 -0.7375 -4.5530 2.1667
H18 -1.3864 -2.6980 0.5246

# 3
A molecular structure, C23H24N5OS2Sc at a distorted geometry, computed with wB97M-V/def2-TZVPD.

Calculated values
E	-76098.57865	eV
energy relative to the best compared isomer or geometry (same formula, charge and spin)	1.0178	eV
E_HOMO	-13.5984	eV
net charge	+2
spin multiplicity	1

Element x y z (Å)
Sc1 1.1195 -1.2495 0.3256
C1 5.2785 0.1396 -0.6008
C2 3.8694 -0.0372 -0.1489
N1 3.2402 -1.1784 -0.2278
N2 3.9311 -2.2263 -0.7068
C3 3.3693 -3.4097 -0.6539
N3 4.0462 -4.4534 -1.1197
S1 1.7872 -3.7173 0.0074
C4 3.1519 1.0661 0.4961
C5 3.6965 2.3496 0.5393
C6 3.0657 3.3418 1.2671
C7 1.8952 3.0266 1.9409
C8 1.3965 1.7411 1.8372
N4 1.9851 0.7695 1.1289
H1 5.6758 -0.8161 -0.9266
H2 5.9037 0.5348 0.1998
H3 5.3131 0.8444 -1.4326
H4 4.9596 -4.3351 -1.5275
H5 3.6605 -5.3780 -1.0258
H6 4.6074 2.5688 0.0057
H7 3.4918 4.3323 1.3326
H8 1.3738 3.7554 2.5419
H9 0.4975 1.4728 2.3820
O1 0.0839 -0.1522 -0.9773
S2 -1.3155 0.1926 -1.5212
C9 -2.3979 0.2496 -0.0655
C10 -3.7479 0.4279 -0.3329
C11 -4.6540 0.4379 0.7140
C12 -4.2125 0.2554 2.0164
C13 -2.8577 0.1207 2.2799
C14 -1.9445 0.1318 1.2366
C15 -1.3824 1.9714 -1.7755
C16 -1.9786 2.4255 -2.9421
C17 -2.1580 3.7895 -3.1164
C18 -1.7498 4.6723 -2.1288
C19 -1.1483 4.2030 -0.9672
C20 -0.9626 2.8449 -0.7841
H10 -4.0808 0.5686 -1.3514
H11 -5.7031 0.5834 0.5062
H12 -4.9254 0.2235 2.8260
H13 -2.5092 0.0075 3.2965
H14 -0.8761 0.0690 1.4585
H15 -2.3053 1.7215 -3.6940
H16 -2.6155 4.1572 -4.0222
H17 -1.8981 5.7338 -2.2610
H18 -0.8410 4.8954 -0.1958
H19 -0.5031 2.4628 0.1178
C21 -2.5434 -5.3507 1.2836
C22 -2.4578 -4.3776 0.0935
C23 -1.5466 -3.3082 0.3453
N5 -0.8045 -2.4547 0.5629
H20 -3.2864 -6.1102 1.0546
H21 -2.8445 -4.8317 2.1913
H22 -1.5863 -5.8402 1.4471
H23 -3.4434 -3.9563 -0.1243
H24 -2.1187 -4.9052 -0.8043

no.,orbital gap (eV)
1,4.609
2,7.045
3,7.127